# 1
DFT (wB97M-V/def2-TZVPD) results for a cluster of 2 separate species, C7H12O in total in a non-equilibrium geometry.

```
20
Properties=species:S:1:pos:R:3:nbo_charge:R:1
C -0.7485 0.9166 2.6799 -0.3908
C -0.2377 -0.2350 2.3607 -0.1957
C 0.1055 -0.6495 0.9176 -0.0867
C 0.4611 -1.9377 0.7828 -0.3560
C 0.3899 0.3392 -0.1024 -0.2349
C -0.4294 1.3858 -0.6530 -0.1686
C -0.1257 2.2543 -1.9226 -0.6538
H -1.0987 1.2237 3.6803 0.2003
H -0.7825 1.7580 1.9888 0.2018
H -0.2095 -1.1542 3.0036 0.2033
H 0.2021 -2.6686 1.5582 0.1918
H 1.0034 -2.3125 -0.0809 0.2118
H 1.3296 0.0519 -0.6358 0.2236
H -1.5838 1.6149 -0.3467 0.2006
H -0.4578 3.3047 -1.8369 0.2199
H 0.9625 2.3361 -2.0864 0.2140
H -0.5148 1.7307 -2.8071 0.2154
O 0.5413 -1.8156 -2.5613 -0.9205
H -0.2366 -1.3696 -2.9923 0.4636
H 0.5643 -2.4331 -3.3324 0.4609
```

Summary:
F_max	4.85	eV/Å
lowest unoccupied orbital energy	0.627	eV
gap between HOMO and LUMO	8.86	eV
SMILES	C=CC(=C)/C=C/C.O
energy relative to the best compared isomer or geometry (same formula, charge and spin)	290.31	kJ/mol



# 2
DFT (wB97M-V/def2-TZVPD) results for a cluster of 2 separate species, C7H12O in total in a non-equilibrium geometry.

```
20
Properties=species:S:1:pos:R:3:nbo_charge:R:1
C 2.8683 1.4706 0.4370 -0.3898
C 1.5186 1.3767 0.1671 -0.2309
C 0.7315 0.3439 0.8831 -0.2530
C -0.5655 0.0261 0.4687 0.0542
C -1.3741 -0.9766 1.2321 -0.6497
C -1.1557 0.6900 -0.7333 -0.2308
C -2.1657 0.0615 -1.2994 -0.4158
H 3.4211 0.7865 1.0847 0.1994
H 3.4122 2.3068 -0.0538 0.1968
H 1.1695 1.7661 -0.8385 0.2101
H 1.1207 -0.1944 1.7283 0.2085
H -1.7585 -1.7293 0.6132 0.2125
H -2.2032 -0.4348 1.7082 0.2213
H -0.5627 -1.3443 1.8801 0.2301
H -0.5477 1.4145 -1.3300 0.2079
H -2.7228 -0.6926 -0.6824 0.2062
H -2.6101 0.6242 -2.1917 0.2117
O 0.4943 -2.0855 -0.7120 -0.9234
H -0.1871 -1.9653 -1.3838 0.4676
H 1.1169 -1.4443 -0.9776 0.4670
```

Summary:
F_max	3.90	eV/Å
lowest unoccupied orbital energy	0.438	eV
gap between HOMO and LUMO	8.37	eV
SMILES	C=C/C=C(/C)C=C.O
energy relative to the best compared isomer or geometry (same formula, charge and spin)	269.50	kJ/mol



# 3
DFT (wB97M-V/def2-TZVPD) results for an isolated molecule of C7H12O in a non-equilibrium geometry.

```
20
Properties=species:S:1:pos:R:3:nbo_charge:R:1
C 2.3571 -3.1639 0.1454 -0.3680
C 2.2076 -1.9670 -0.4139 -0.2193
C 1.7375 -0.7762 0.3034 -0.2347
C 0.6465 -0.0701 0.0296 -0.1608
C 0.0786 1.1525 0.6615 -0.4326
C -1.5313 1.0441 0.6158 -0.4129
C -2.1494 1.9086 -0.4704 -0.0823
O -3.0894 1.1987 -1.3188 -0.7262
H 2.1252 -3.3398 1.1941 0.1848
H 2.6200 -4.0940 -0.3408 0.1988
H 2.5008 -1.8933 -1.4591 0.2051
H 2.4418 -0.4000 1.0494 0.2000
H 0.0743 -0.4989 -0.7972 0.1844
H 0.2754 1.2000 1.7179 0.2135
H 0.3210 2.0727 0.1319 0.2092
H -1.7734 -0.0117 0.5288 0.2253
H -1.7819 1.4098 1.6091 0.2025
H -2.8515 2.5375 0.1042 0.1806
H -1.4481 2.4556 -1.0957 0.1695
H -2.7607 1.2355 -2.1953 0.4631
```

Summary:
F_max	2.54	eV/Å
lowest unoccupied orbital energy	0.975	eV
gap between HOMO and LUMO	10.17	eV
SMILES	C=C/C=C/CCCO
energy relative to the best compared isomer or geometry (same formula, charge and spin)	202.72	kJ/mol



# 4
DFT (wB97M-V/def2-TZVPD) results for a structure of composition C7H12O in a non-equilibrium geometry.

```
20
Properties=species:S:1:pos:R:3:nbo_charge:R:1
O 2.6627 0.8922 0.4647 -0.6107
C 2.7807 -0.2316 -0.1049 0.2072
C 1.7542 -1.3784 -0.2081 -0.3298
C 0.5721 -1.1934 0.7556 -0.4793
C -0.3738 -0.1102 0.0859 0.0112
C -1.7752 -0.3542 -0.0163 -0.1784
C -2.8580 0.6615 -0.4739 -0.6544
C 0.0176 1.2818 0.0441 -0.7313
H 3.5665 -0.4514 -0.9090 0.1432
H 1.8057 -0.2774 -0.8630 0.3281
H 2.3730 -2.3179 -0.3148 0.2702
H 1.0584 -0.7710 1.6939 0.2323
H -0.0728 -2.0678 0.9611 0.2389
H -2.1867 -1.3605 0.3560 0.1888
H -2.4471 1.2502 -1.2052 0.2107
H -3.8297 0.2037 -0.7689 0.2203
H -3.2079 1.3589 0.2977 0.2158
H 1.1568 1.3605 0.1347 0.2778
H -0.5050 1.7303 -0.8710 0.2143
H -0.4915 1.7747 0.9412 0.2250
```

Summary:
F_max	6.06	eV/Å
lowest unoccupied orbital energy	0.563	eV
gap between HOMO and LUMO	8.98	eV
energy relative to the best compared isomer or geometry (same formula, charge and spin)	503.08	kJ/mol



# 5
DFT (wB97M-V/def2-TZVPD) results for a cluster of 2 separate species, C7H12O in total in a non-equilibrium geometry.

```
20
Properties=species:S:1:pos:R:3:nbo_charge:R:1
C -2.8562 -2.2791 -0.5356 -0.3591
C -1.9265 -1.5989 -1.1372 -0.2273
C -0.7483 -1.0289 -0.5024 -0.1843
C 0.4149 -1.0311 -1.1202 -0.2171
C 1.6003 -0.3334 -0.5562 -0.0067
C 2.3376 0.6531 -1.0978 -0.4185
C 2.0626 -0.8768 0.8095 -0.6541
H -3.6087 -2.6322 -1.1589 0.1886
H -2.8679 -2.6891 0.4825 0.1946
H -2.1733 -1.3390 -2.1598 0.2065
H -0.7914 -0.6669 0.6221 0.2149
H 0.5462 -1.2826 -2.0728 0.1985
H 2.1709 0.9468 -2.1324 0.1974
H 3.2568 1.1466 -0.5286 0.2051
H 2.6583 0.0373 1.2350 0.2165
H 1.3447 -0.9897 1.6701 0.2167
H 2.4898 -1.8055 0.4742 0.2282
O -1.4672 4.9740 2.8539 -0.9264
H -1.9042 5.6861 2.3966 0.4621
H -0.5384 5.1090 2.4580 0.4643
```

Summary:
F_max	4.24	eV/Å
lowest unoccupied orbital energy	0.845	eV
gap between HOMO and LUMO	9.55	eV
SMILES	C=C/C=C/C(=C)C.O
energy relative to the best compared isomer or geometry (same formula, charge and spin)	304.71	kJ/mol



# 6
DFT (wB97M-V/def2-TZVPD) results for an isolated molecule of C7H12O in a non-equilibrium geometry.

```
20
Properties=species:S:1:pos:R:3:nbo_charge:R:1
C 1.1483 0.5357 -1.5199 -0.3834
C 1.1313 0.2198 -0.2238 0.0114
C 2.2339 -0.5564 0.4313 -0.6403
C 0.0423 0.6959 0.7068 0.0276
O -0.0419 2.0962 0.6679 -0.6985
C -1.1866 -0.0469 0.0556 0.0414
C -2.1512 0.6425 -0.5361 -0.4478
C -1.2925 -1.5180 0.3208 -0.6535
H 0.3704 1.1287 -1.9678 0.2074
H 1.9390 0.1995 -2.1693 0.1958
H 2.6110 -0.0294 1.3076 0.2167
H 1.8786 -1.5322 0.7626 0.2113
H 3.0708 -0.6948 -0.2485 0.2165
H 0.1867 0.3054 1.7262 0.1689
H -0.8602 2.3658 1.0997 0.4723
H -2.0780 1.7047 -0.7012 0.2014
H -3.0628 0.1696 -0.8615 0.1968
H -2.2452 -1.9030 -0.0335 0.2212
H -1.1978 -1.7359 1.3845 0.2135
H -0.4961 -2.0473 -0.2015 0.2212
```

Summary:
F_max	2.59	eV/Å
lowest unoccupied orbital energy	0.871	eV
gap between HOMO and LUMO	9.76	eV
SMILES	C=C(C)C(O)C(=C)C
energy relative to the best compared isomer or geometry (same formula, charge and spin)	118.81	kJ/mol



# 7
DFT (wB97M-V/def2-TZVPD) results for an isolated molecule of C7H12O in a non-equilibrium geometry.

```
20
Properties=species:S:1:pos:R:3:nbo_charge:R:1
C -2.8254 0.8065 0.9467 -0.5580
C -1.5792 1.0354 1.3770 0.3216
O -1.1179 1.9640 2.2615 -0.6896
C -0.3879 0.2068 0.9905 -0.2501
C -0.4752 -0.6870 -0.0119 -0.1414
C 0.6903 -1.5716 -0.3290 -0.4531
C 1.7180 -1.0980 -1.3162 -0.3982
C 1.8859 0.4513 -1.3610 -0.6163
H -2.9673 -0.0822 0.3658 0.1978
H -3.6434 1.4726 0.8700 0.2079
H -1.7703 2.5124 2.7069 0.4879
H 0.4095 0.2690 1.6884 0.2128
H -1.4313 -0.6413 -0.5988 0.2083
H 0.0730 -2.4526 -0.6688 0.2221
H 1.3002 -1.7715 0.6322 0.2164
H 2.7078 -1.4895 -1.0322 0.1988
H 1.6454 -1.3769 -2.3434 0.2057
H 2.6261 0.6877 -2.0943 0.2077
H 0.8384 0.7110 -1.5826 0.2114
H 2.3034 1.0538 -0.5009 0.2082
```

Summary:
F_max	2.90	eV/Å
lowest unoccupied orbital energy	0.872	eV
gap between HOMO and LUMO	9.24	eV
SMILES	C=C(O)/C=C/CCC
energy relative to the best compared isomer or geometry (same formula, charge and spin)	204.82	kJ/mol



# 8
DFT (wB97M-V/def2-TZVPD) results for a cluster of 2 separate species, C7H12O3 in total in a non-equilibrium geometry.

```
22
Properties=species:S:1:pos:R:3:nbo_charge:R:1
C 2.5868 -0.5026 -0.5181 -0.7179
C 1.4175 0.2148 0.0835 0.6134
O 1.5655 1.2826 0.6660 -0.5802
C 0.0709 -0.2665 -0.3340 -0.1871
C -0.1881 -1.3217 -1.3921 -0.3985
C -0.5172 -1.6617 0.0074 -0.1834
C -1.8444 -1.0215 0.4054 -0.4324
C -1.2350 0.3802 0.1022 0.1229
O -1.8348 1.1842 -0.8801 -0.7104
H 2.4702 -1.5644 -0.1944 0.2220
H 2.6422 -0.3888 -1.6103 0.2469
H 3.5169 -0.0957 -0.1068 0.2419
H 0.6896 -1.8082 -1.8148 0.2310
H -0.9829 -1.1332 -2.1169 0.2354
H 0.0094 -2.4407 0.5585 0.2246
H -2.1053 -1.1493 1.4616 0.2157
H -2.7003 -1.3024 -0.2239 0.2113
H -1.1026 0.9477 1.0344 0.1862
H -2.6009 1.6279 -0.5060 0.4770
O -0.0311 3.3504 1.6204 -0.9678
H 0.4609 2.5929 1.2531 0.4942
H -0.2874 3.0761 2.5048 0.4555
```

Summary:
F_max	2.47	eV/Å
lowest unoccupied orbital energy	0.712	eV
gap between HOMO and LUMO	10.52	eV
SMILES	CC(=O)[C@@]12C[C@@H]1C[C@@H]2O.O
energy relative to the best compared isomer or geometry (same formula, charge and spin)	151.51	kJ/mol



# 9
DFT (wB97M-V/def2-TZVPD) results for a structure of composition C7H12O4Sn in a non-equilibrium geometry.

```
24
Properties=species:S:1:pos:R:3:nbo_charge:R:1
C -1.2989 2.2464 0.7023 -0.9693
C -0.4104 3.4344 1.0206 -0.0537
O -0.3374 3.5985 2.4624 -0.7931
Sn -1.1336 1.8270 3.1430 0.6140
H -2.0711 1.4703 0.5792 0.3384
H 0.3226 4.2439 2.7301 0.5101
H -1.8864 2.7082 -0.1141 0.2423
H -0.7919 4.3777 0.6026 0.1870
H 0.6173 3.3159 0.6453 0.1611
O -0.6670 -4.3314 -2.3278 -0.7836
C 0.1361 -3.5396 -1.7982 0.9432
O 1.3588 -3.4178 -1.9959 -0.8088
O -0.4622 -2.6760 -0.8925 -0.5772
C 0.2728 -1.5502 -0.4468 -0.0400
C -0.6290 -0.7064 0.4402 -0.4766
C 0.0579 0.5419 0.9501 -0.0560
C 0.5570 0.5197 2.2924 -0.8357
H 0.6206 -0.9578 -1.3082 0.1690
H 1.1638 -1.8781 0.1095 0.1729
H -0.9909 -1.3051 1.2904 0.2006
H -1.5332 -0.4279 -0.1239 0.2067
H 0.7336 1.0287 0.2330 0.1904
H 1.3568 1.2368 2.5283 0.2120
H 0.5877 -0.4467 2.8084 0.2462
```

Summary:
⟨S²⟩	0.770
F_max	3.91	eV/Å
lowest unoccupied orbital energy (spin up / spin down)	1.774 / 1.757	eV
spin multiplicity	2
total charge	-1
gap between HOMO and LUMO (spin up / spin down)	4.61 / 5.75	eV



# 10
DFT (wB97M-V/def2-TZVPD) results for an isolated molecule of C7H12OS in a non-equilibrium geometry.

```
21
Properties=species:S:1:pos:R:3:nbo_charge:R:1
C 0.0154 -1.0488 0.0777 -0.0042
C -0.0300 0.0250 -0.7909 0.0184
C -1.2606 -1.2813 0.8165 -0.6518
C -1.3072 0.9042 -0.6608 -0.3502
C 1.1244 -1.9982 0.0022 -0.6458
C 1.0179 0.3202 -1.7641 -0.6657
C -0.9703 2.2838 -0.0935 -0.6119
O -3.4989 -0.6470 -0.2643 -0.9798
S -2.4893 0.0173 0.6046 1.2247
H -1.7743 -2.1596 0.4571 0.2579
H -0.9692 -1.5466 1.9064 0.2243
H -1.8898 0.9491 -1.4896 0.2195
H 1.6127 -1.9535 0.9306 0.2201
H 1.9045 -1.6728 -0.7085 0.2208
H 0.8744 -3.0360 -0.2306 0.2236
H 1.9556 0.8148 -1.3454 0.2221
H 0.7411 0.8343 -2.6387 0.2261
H 1.3894 -0.6118 -2.1564 0.2230
H -0.9955 2.2183 0.9584 0.2073
H -1.6969 2.9237 -0.4552 0.2124
H -0.0341 2.6073 -0.3808 0.2090
```

Summary:
F_max	4.73	eV/Å
lowest unoccupied orbital energy	0.843	eV
gap between HOMO and LUMO	9.67	eV
energy relative to the best compared isomer or geometry (same formula, charge and spin)	153.48	kJ/mol



# 11
DFT (wB97M-V/def2-TZVPD) results for an isolated molecule of C7H12OSSi in a non-equilibrium geometry.

```
22
Properties=species:S:1:pos:R:3:nbo_charge:R:1
C -2.2464 2.2480 -0.8122 -0.1542
C -1.6483 1.3848 -0.1474 -0.5036
C 1.4232 -0.5937 -1.0174 0.0483
C 0.7010 -1.1147 -2.1554 -0.6867
C -0.2811 0.3804 2.3992 -1.1048
C -1.7850 -1.6811 0.6878 -1.0958
C 2.9528 1.5298 -0.1809 -0.7836
O 0.7985 -0.2999 0.1591 -0.8662
Si -0.7266 -0.0597 0.6326 1.8262
S 2.7073 0.4648 -1.4380 0.5733
H -2.9228 2.8570 -1.1884 0.2059
H 0.6765 -2.2421 -2.1388 0.2180
H 1.2031 -0.9461 -3.0882 0.2387
H -0.3504 -0.6861 -2.2117 0.2142
H -1.1191 0.0830 3.0293 0.2281
H 0.5682 -0.1431 2.6978 0.2409
H -0.1211 1.4291 2.4919 0.2382
H -1.2387 -2.4623 0.2173 0.2394
H -2.2006 -1.9447 1.5736 0.2390
H -2.6481 -1.7140 0.0837 0.2435
H 2.3524 1.5737 0.7147 0.2315
H 3.9051 1.9369 -0.3087 0.2099
```

Summary:
F_max	7.54	eV/Å
lowest unoccupied orbital energy (spin up / spin down)	0.503 / 0.513	eV
gap between HOMO and LUMO (spin up / spin down)	7.66 / 7.64	eV
energy relative to the best compared isomer or geometry (same formula, charge and spin)	321.88	kJ/mol



# 12
DFT (wB97M-V/def2-TZVPD) results for an isolated molecule of C7H12Se in a non-equilibrium geometry.

```
20
Properties=species:S:1:pos:R:3:nbo_charge:R:1
C 0.9676 -1.3406 0.1860 -0.0638
C -0.0031 -2.2574 0.4641 -0.3119
C 0.7319 -0.1965 -0.6996 -0.4881
C -1.1218 -2.3560 -0.3908 -0.2744
C -0.2756 0.8223 -0.0967 -0.1875
C -0.1853 2.0940 -0.8193 -0.6351
C 0.2288 1.1575 1.3813 -0.6242
Se -2.1385 0.2830 0.0344 -0.0213
H 2.0021 -1.2699 0.5350 0.2171
H 0.1595 -3.0649 1.2622 0.2351
H 1.6823 0.2615 -0.7518 0.2137
H 0.3587 -0.3732 -1.6981 0.2274
H -1.2624 -1.8694 -1.3917 0.2268
H -2.0453 -2.9302 -0.3446 0.2230
H 0.0983 1.9827 -1.9008 0.2151
H 0.6639 2.6817 -0.3578 0.2043
H -1.1192 2.7224 -0.6968 0.2300
H 0.0775 2.1402 1.5157 0.2000
H 1.3443 0.9923 1.5442 0.1895
H -0.1636 0.5205 2.2253 0.2243
```

Summary:
F_max	4.78	eV/Å
lowest unoccupied orbital energy (spin up / spin down)	-1.275 / -1.275	eV
gap between HOMO and LUMO (spin up / spin down)	6.50 / 6.50	eV
energy relative to the best compared isomer or geometry (same formula, charge and spin)	214.91	kJ/mol



Q: The lowest F_max belongs to which entry?
A: C7H12O3



What did the tenth record say?
DFT (wB97M-V/def2-TZVPD) results for an isolated molecule of C7H12OS in a non-equilibrium geometry.

```
21
Properties=species:S:1:pos:R:3:nbo_charge:R:1
C 0.0154 -1.0488 0.0777 -0.0042
C -0.0300 0.0250 -0.7909 0.0184
C -1.2606 -1.2813 0.8165 -0.6518
C -1.3072 0.9042 -0.6608 -0.3502
C 1.1244 -1.9982 0.0022 -0.6458
C 1.0179 0.3202 -1.7641 -0.6657
C -0.9703 2.2838 -0.0935 -0.6119
O -3.4989 -0.6470 -0.2643 -0.9798
S -2.4893 0.0173 0.6046 1.2247
H -1.7743 -2.1596 0.4571 0.2579
H -0.9692 -1.5466 1.9064 0.2243
H -1.8898 0.9491 -1.4896 0.2195
H 1.6127 -1.9535 0.9306 0.2201
H 1.9045 -1.6728 -0.7085 0.2208
H 0.8744 -3.0360 -0.2306 0.2236
H 1.9556 0.8148 -1.3454 0.2221
H 0.7411 0.8343 -2.6387 0.2261
H 1.3894 -0.6118 -2.1564 0.2230
H -0.9955 2.2183 0.9584 0.2073
H -1.6969 2.9237 -0.4552 0.2124
H -0.0341 2.6073 -0.3808 0.2090
```

Summary:
F_max	4.73	eV/Å
lowest unoccupied orbital energy	0.843	eV
gap between HOMO and LUMO	9.67	eV
energy relative to the best compared isomer or geometry (same formula, charge and spin)	153.48	kJ/mol